Record 1
A cluster of 2 separate species, C5H11NO in total in a non-equilibrium geometry. Source: the OMol25 dataset; level of theory: the ωB97M-V functional and the def2-TZVPD basis.

Each line ends with the Mulliken charge.
Positions of all 18 atoms, in Å:
N -2.118 1.144 0.294  -0.49
C -0.687 0.995 0.243  0.09
C 0.044 0.520 1.239  -0.55
C 1.490 0.225 1.177  -0.45
C 2.033 -0.943 1.513  -0.09
C 3.548 -1.234 1.494  -1.05
H -2.390 2.047 -0.108  0.23
H -2.473 0.919 1.191  0.22
H -0.334 1.310 -0.821  0.27
H -0.352 0.266 2.276  0.21
H 2.172 1.051 0.983  0.31
H 1.414 -1.748 1.701  0.42
H 3.791 -2.276 1.659  0.32
H 4.043 -0.864 0.591  0.30
H 4.127 -0.645 2.269  0.25
H -5.151 -0.862 -5.085  0.32
H -4.793 0.373 -5.534  0.29
O -4.364 -0.279 -5.082  -0.61

* highest occupied orbital energy: -8.03 eV
* LUMO level: 0.03774 Ha
* energy above the lowest of the compared OMol25 structures with the same formula, charge and spin: 259.9 kJ/mol
* SMILES string: C/C=C/C=C/N.O
* orbital gap: 9.1 eV
* charge: 0



Record 2
A cluster of 7 separate species, C7H13Cl15 in total in a non-equilibrium geometry. Source: the OMol25 dataset; level of theory: the ωB97M-V functional and the def2-TZVPD basis.

Each line ends with the Mulliken charge.
Positions of all 35 atoms, in Å:
C 19.909 -1.168 -3.002  0.29
Cl 19.480 -2.744 -2.330  -0.06
Cl 21.673 -0.933 -3.226  -0.11
Cl 19.276 0.192 -1.932  -0.05
H 19.324 -1.133 -3.921  -0.09
C 14.964 -1.956 -4.016  -0.34
Cl 16.733 -1.824 -4.235  -0.03
Cl 14.544 -3.466 -3.140  -0.15
H 14.676 -1.087 -3.424  0.19
H 14.358 -1.965 -4.922  0.35
C 19.589 -2.728 -8.151  -0.39
Cl 19.639 -2.222 -6.439  -0.03
Cl 18.221 -2.021 -9.049  -0.15
H 20.469 -2.346 -8.669  0.28
H 19.666 -3.815 -8.152  0.31
C 17.890 -2.076 0.895  0.11
Cl 17.565 -2.972 2.388  -0.17
Cl 16.382 -1.630 0.016  -0.11
H 18.356 -1.114 1.106  0.13
H 18.550 -2.707 0.300  0.06
C 16.028 1.702 -0.972  -0.08
Cl 17.245 1.725 0.298  -0.15
Cl 15.328 3.337 -1.225  -0.18
H 16.559 1.406 -1.877  0.15
H 15.291 0.907 -0.858  0.22
C 23.160 2.040 -1.658  0.27
Cl 22.185 2.903 -2.821  -0.14
Cl 24.846 1.568 -2.195  -0.17
H 23.172 2.623 -0.738  0.33
H 22.725 1.062 -1.450  -0.31
C 22.921 -1.282 0.515  -0.13
Cl 23.543 0.175 1.340  -0.15
Cl 21.207 -1.530 0.842  -0.07
H 23.009 -1.138 -0.562  0.03
H 23.451 -2.192 0.792  0.34

* highest occupied orbital energy: -10.84 eV
* LUMO level: 0.00859 Ha
* energy above the lowest of the compared OMol25 structures with the same formula, charge and spin: 61.7 kJ/mol
* SMILES string: ClC(Cl)Cl.ClCCl.ClCCl.ClCCl.ClCCl.ClCCl.ClCCl
* orbital gap: 11.1 eV
* charge: 0



Record 3
A cluster of 13 separate species, H26O13 in total in a non-equilibrium geometry. Source: the OMol25 dataset; level of theory: the ωB97M-V functional and the def2-TZVPD basis.

Each line ends with the Mulliken charge.
Positions of all 39 atoms, in Å:
O -1.082 1.457 3.595  -0.67
H -0.653 2.294 3.754  0.28
H -1.014 1.266 2.631  0.51
O -0.976 1.660 -2.324  -0.63
H -0.422 2.348 -2.729  0.36
H -0.273 1.179 -1.933  0.30
O 0.075 4.458 -0.685  -0.65
H -0.852 4.733 -0.794  0.29
H 0.130 3.805 0.026  0.50
O -0.186 2.414 1.057  -0.91
H 0.417 2.503 1.786  0.29
H -0.827 3.105 1.330  0.33
O 0.415 -1.318 2.775  -0.52
H 0.840 -2.162 2.907  0.27
H 0.454 -0.839 3.587  0.26
O -1.005 -2.995 0.191  -0.63
H -1.235 -3.874 -0.103  0.26
H -1.230 -3.023 1.162  0.31
O 1.719 -2.697 0.464  -0.64
H 2.097 -2.317 -0.343  0.40
H 0.763 -2.685 0.380  0.33
O -2.121 0.126 1.352  -0.60
H -2.067 -0.666 1.883  0.32
H -2.049 -0.197 0.466  0.21
O -2.458 -0.830 -1.358  -0.55
H -3.042 -1.154 -0.663  0.30
H -2.948 -0.238 -1.882  0.26
O 2.533 -1.635 -1.944  -0.61
H 2.986 -2.094 -2.665  0.26
H 1.673 -1.333 -2.248  0.39
O 3.354 0.224 0.077  -0.63
H 2.381 0.279 0.051  0.29
H 3.626 -0.235 0.872  0.29
O 0.502 0.256 -0.432  -0.38
H 0.121 -0.516 -0.046  0.17
H 0.161 0.974 0.032  0.37
O 0.335 -0.669 -3.200  -0.63
H 0.352 -1.300 -3.905  0.26
H -0.496 -0.304 -3.124  0.24

* highest occupied orbital energy: -9.75 eV
* LUMO level: -0.00146 Ha
* energy above the lowest of the compared OMol25 structures with the same formula, charge and spin: 236.1 kJ/mol
* orbital gap: 9.7 eV
* charge: 0



Record 4
A structure of composition C20H50NO2P2PdSi4Te in a non-equilibrium geometry. Source: the OMol25 dataset; level of theory: the ωB97M-V functional and the def2-TZVPD basis.

Each line ends with the Mulliken charge.
Positions of all 81 atoms, in Å:
Pd -0.072 0.213 -0.051  -0.21
P 1.929 -0.874 -0.009  0.86
C 2.242 -1.121 -1.792  -0.91
C 1.005 -1.627 -2.474  0.30
N -0.155 -1.247 -1.946  0.32
C -1.303 -1.513 -2.569  0.34
C -1.352 -2.372 -3.671  -0.86
C -0.150 -2.856 -4.188  -0.51
C 1.052 -2.461 -3.590  -0.83
C -2.563 -0.855 -2.043  -1.22
P -2.132 0.538 -0.950  0.92
H 2.034 -2.798 -3.904  0.50
H -2.346 -2.580 -4.079  0.49
H -0.151 -3.530 -5.043  0.45
H -3.213 -0.527 -2.869  0.60
H -3.131 -1.586 -1.450  0.47
H 2.475 -0.083 -2.147  0.36
H 3.063 -1.843 -1.921  0.61
H 0.857 3.293 -1.861  0.36
O 1.536 2.641 -2.183  -0.52
H 2.025 3.133 -2.857  0.30
H -0.308 3.793 -0.123  0.24
O -0.311 4.179 -1.042  -0.72
H -0.779 5.026 -1.016  0.32
C -2.081 1.977 -2.053  -1.14
H -3.046 2.068 -2.554  0.47
H -1.848 2.879 -1.476  0.29
H -1.293 1.816 -2.797  0.37
C -3.462 0.756 0.254  -1.22
H -3.221 1.633 0.868  0.40
H -4.414 0.925 -0.265  0.52
H -3.552 -0.131 0.899  0.35
C 1.944 -2.487 0.815  -1.02
H 2.884 -3.001 0.586  0.48
H 1.860 -2.367 1.902  0.00
H 1.111 -3.103 0.459  0.42
C 3.320 0.095 0.596  -0.79
H 3.118 0.427 1.623  -0.01
H 4.221 -0.533 0.586  0.47
H 3.465 0.965 -0.060  0.33
C 3.340 -0.327 5.029  -1.03
Si 2.030 1.024 5.210  0.19
C 1.815 1.512 7.020  -0.95
C 2.650 2.559 4.290  -1.03
Si 0.029 0.094 4.377  0.66
Te 0.064 1.423 2.209  -0.18
Si -0.263 -2.066 5.427  0.38
C 0.078 -1.952 7.294  -0.92
C -2.046 -2.643 5.180  -1.10
C 0.940 -3.308 4.670  -1.01
Si -1.768 1.417 5.127  0.05
C -1.995 1.262 7.005  -0.92
C -1.539 3.257 4.737  -0.91
C -3.324 0.780 4.268  -0.46
H 4.328 0.098 5.275  0.43
H 3.386 -0.718 3.999  0.29
H 3.158 -1.172 5.712  0.30
H 2.771 1.952 7.350  0.41
H 1.031 2.274 7.156  0.28
H 1.597 0.649 7.667  0.29
H 2.634 2.414 3.200  0.30
H 2.047 3.448 4.529  0.29
H 3.695 2.755 4.593  0.39
H -0.621 -1.291 7.820  0.31
H -0.051 -2.958 7.716  0.43
H 1.102 -1.639 7.529  0.31
H -2.317 -2.668 4.115  0.36
H -2.151 -3.666 5.571  0.42
H -2.778 -2.016 5.706  0.31
H 0.688 -3.523 3.624  0.27
H 1.980 -2.963 4.707  0.34
H 0.888 -4.258 5.223  0.44
H -1.115 1.606 7.567  0.31
H -2.842 1.913 7.276  0.42
H -2.245 0.241 7.326  0.28
H -1.396 3.460 3.663  0.29
H -2.448 3.790 5.065  0.41
H -0.677 3.667 5.283  0.29
H -3.237 0.799 3.172  -0.23
H -3.555 -0.250 4.575  0.27
H -4.169 1.425 4.559  0.43

* highest occupied orbital energy (spin up / spin down): -15.00 / -17.10 eV
* 2S+1: 5
* LUMO level (spin up / spin down): -0.33237 / -0.44985 Ha
* orbital gap (spin up / spin down): 6.0 / 4.9 eV
* charge: +3
* ⟨S²⟩: 6.02